Record 1
Here is a cluster of 2 separate species, C2H7S3 in total from OMol25. Energies are from ωB97M-V/def2-TZVPD.

Results
Relative energy (zero: lowest compared OMol25 entry of this formula, charge and spin): 4.7 kcal/mol
HOMO level: -2.422 eV
Total charge: -1
M: 127.279 g/mol
Maximum force: 0.4 eV/Å
Gap between HOMO and LUMO: 5.95 eV

Last column: Mulliken charge in e.
Element x y z (Å)
1 C 2.032 0.820 -0.383  -0.676
2 S 1.997 0.395 1.374  -0.231
3 H 1.692 1.841 -0.526  0.257
4 H 1.415 0.141 -0.961  0.197
5 H 3.078 0.772 -0.683  0.282
6 C -1.856 -1.246 -0.387  -0.742
7 S -2.038 -0.513 1.271  -0.198
8 S -1.501 1.469 0.944  -0.661
9 H -0.818 -1.529 -0.573  0.186
10 H -2.491 -2.132 -0.445  0.287
11 H -2.157 -0.497 -1.116  0.251
12 H 0.646 0.479 1.484  0.048


Record 2
Here is an isolated molecule of C4H5NO3 at a distorted geometry from OMol25. Energies are from ωB97M-V/def2-TZVPD.

Results
Relative energy (zero: lowest compared OMol25 entry of this formula, charge and spin): 32.3 kcal/mol
HOMO level: -8.849 eV
Total charge: 0
M: 115.088 g/mol
Maximum force: 2.8 eV/Å
Gap between HOMO and LUMO: 9.40 eV
Structure (SMILES): N/C(=C\C=O)OC=O

Last column: Mulliken charge in e.
Element x y z (Å)
1 C -0.048 0.486 -0.037  0.502
2 C -2.424 0.001 0.188  0.216
3 C 0.322 -0.851 -0.062  -0.528
4 C 1.743 -1.055 0.057  0.166
5 H 1.736 1.243 -0.209  0.224
6 H 0.463 2.444 -0.244  0.191
7 H -3.199 0.663 0.612  0.340
8 H -0.237 -1.732 -0.264  0.408
9 H 2.037 -2.220 -0.076  0.201
10 N 0.778 1.502 -0.170  -0.293
11 O -1.390 0.887 0.125  -0.333
12 O -2.400 -1.152 -0.132  -0.452
13 O 2.619 -0.215 0.212  -0.640


Record 3
Here is a cluster of 5 separate species, C36H77N2O4 in total at a distorted geometry from OMol25. Energies are from ωB97M-V/def2-TZVPD.

Results
HOMO level: -11.327 eV
Total charge: +1
M: 602.022 g/mol
Maximum force: 2.8 eV/Å
Gap between HOMO and LUMO: 6.56 eV

Last column: Mulliken charge in e.
Element x y z (Å)
1 C 8.416 0.395 2.100  -1.180
2 C 7.724 0.842 0.771  -0.206
3 C 6.362 1.608 1.040  -0.574
4 C 5.981 2.554 -0.148  0.263
5 C 5.497 3.974 0.284  -1.085
6 C 4.476 3.985 1.458  -0.670
7 C 3.047 3.689 0.905  -0.610
8 C 2.347 5.013 0.410  -0.972
9 C 1.437 4.743 -0.852  -0.734
10 C -0.023 4.314 -0.454  -0.554
11 C -0.474 3.121 -1.385  -0.324
12 C -1.928 3.334 -1.937  -1.085
13 C -2.901 2.146 -1.587  0.540
14 C -2.375 0.756 -2.057  -0.910
15 C -2.360 -0.370 -0.970  -0.720
16 C -3.577 -0.323 0.041  0.397
17 C -3.038 0.311 1.361  -0.468
18 C -4.117 0.751 2.424  -0.770
19 C -5.581 0.309 2.140  -0.789
20 C -6.392 1.191 1.136  -1.099
21 C -6.049 2.685 1.180  0.610
22 C -5.676 3.345 -0.018  -0.077
23 C -5.358 4.702 0.187  -0.364
24 C -5.497 5.210 1.510  -0.227
25 N -5.851 4.583 2.602  -1.053
26 N -6.088 3.312 2.332  0.562
27 H 9.477 0.146 1.912  0.348
28 H 7.923 -0.545 2.426  0.241
29 H 8.294 1.134 2.915  0.313
30 H 8.383 1.480 0.153  0.383
31 H 7.467 -0.091 0.232  0.050
32 H 5.576 0.828 1.108  0.145
33 H 6.436 2.120 2.018  0.390
34 H 5.208 2.061 -0.766  0.016
35 H 6.903 2.691 -0.751  0.095
36 H 4.979 4.423 -0.594  0.294
37 H 6.366 4.622 0.502  0.409
38 H 4.465 5.011 1.887  0.382
39 H 4.720 3.293 2.281  0.419
40 H 2.408 3.291 1.722  0.374
41 H 3.066 2.949 0.080  0.278
42 H 1.694 5.380 1.228  0.394
43 H 3.107 5.784 0.178  0.495
44 H 1.945 3.921 -1.395  0.272
45 H 1.457 5.663 -1.466  0.363
46 H -0.662 5.206 -0.605  0.373
47 H 0.000 4.027 0.613  0.268
48 H 0.194 3.103 -2.266  0.296
49 H -0.353 2.172 -0.830  0.198
50 H -2.342 4.204 -1.375  0.153
51 H -1.973 3.618 -3.002  0.432
52 H -3.817 2.354 -2.186  0.287
53 H -3.091 2.229 -0.503  -0.348
54 H -1.333 0.850 -2.427  0.362
55 H -2.960 0.374 -2.916  0.379
56 H -1.401 -0.366 -0.410  0.374
57 H -2.367 -1.339 -1.511  0.129
58 H -3.889 -1.365 0.252  0.262
59 H -4.385 0.242 -0.458  -0.234
60 H -2.344 1.147 1.136  -0.051
61 H -2.400 -0.466 1.832  0.488
62 H -3.986 1.835 2.605  0.409
63 H -3.827 0.258 3.376  0.429
64 H -6.113 0.315 3.118  0.518
65 H -5.597 -0.746 1.807  0.204
66 H -6.392 0.818 0.097  0.381
67 H -7.461 1.131 1.450  0.470
68 H -5.642 2.849 -0.988  0.465
69 H -5.018 5.361 -0.617  0.404
70 H -5.280 6.281 1.650  0.420
71 H -6.337 2.751 3.152  0.398
72 C 5.122 -3.763 -0.412  -1.366
73 C 4.890 -2.611 0.553  0.410
74 C 3.412 -2.447 0.872  -1.340
75 O 5.392 -1.402 -0.016  -0.417
76 H 4.607 -3.584 -1.361  0.345
77 H 6.184 -3.863 -0.640  0.331
78 H 4.764 -4.706 0.005  0.401
79 H 5.447 -2.786 1.475  0.294
80 H 2.842 -2.224 -0.035  0.327
81 H 3.259 -1.611 1.558  0.315
82 H 3.003 -3.351 1.328  0.413
83 H 4.904 -1.240 -0.833  0.253
84 C 6.863 2.999 -4.055  -1.148
85 C 6.267 1.605 -4.171  0.452
86 C 5.959 1.254 -5.618  -1.418
87 O 5.070 1.529 -3.395  -0.452
88 H 6.160 3.752 -4.425  0.324
89 H 7.070 3.242 -3.012  0.191
90 H 7.791 3.081 -4.624  0.404
91 H 6.963 0.873 -3.756  0.287
92 H 5.228 1.950 -6.039  0.358
93 H 5.524 0.255 -5.686  0.329
94 H 6.861 1.284 -6.233  0.392
95 H 4.445 2.172 -3.751  0.296
96 C -3.967 -6.123 -1.534  -1.393
97 C -4.172 -4.962 -0.576  0.518
98 C -5.638 -4.801 -0.207  -0.967
99 O -3.698 -3.753 -1.181  -0.464
100 H -4.516 -5.959 -2.467  0.382
101 H -2.912 -6.220 -1.799  0.333
102 H -4.304 -7.062 -1.093  0.361
103 H -3.582 -5.123 0.326  0.148
104 H -6.243 -4.592 -1.095  0.410
105 H -5.771 -3.957 0.474  0.088
106 H -6.023 -5.700 0.273  0.206
107 H -4.213 -3.602 -1.982  0.336
108 C -4.313 -7.848 3.980  -1.400
109 C -5.303 -7.438 2.901  0.381
110 C -6.260 -8.573 2.569  -1.263
111 O -4.593 -7.051 1.722  -0.376
112 H -3.704 -8.694 3.647  0.356
113 H -3.627 -7.029 4.202  0.333
114 H -4.827 -8.132 4.901  0.400
115 H -5.869 -6.566 3.234  0.258
116 H -5.714 -9.442 2.190  0.332
117 H -6.958 -8.269 1.787  0.323
118 H -6.831 -8.878 3.448  0.390
119 H -4.087 -7.814 1.417  0.294